DFT (ωB97M-V/def2-TZVPD) results for C4H11NOS in the gas phase.

Values from the calculation:
- Total charge: 0
- F_max: 2.13 eV/A
- DFT total energy: -18698.89320 eV
- SMILES: N[C@H](CO)CCS
- Relative energy (zero: lowest compared OMol25 entry of this formula, charge and spin): 23.6 kcal/mol

Atoms and positions in Å:
N 0.73 1.12 -1.18
C 0.64 0.35 0.06
C 1.95 0.42 0.85
O 2.12 1.73 1.40
C 0.34 -1.13 -0.29
C -0.97 -1.25 -1.04
S -2.44 -0.75 -0.06
H 0.77 2.11 -0.92
H 1.67 0.98 -1.55
H -0.17 0.61 0.71
H 1.92 -0.27 1.70
H 2.83 0.23 0.24
H 1.62 1.85 2.20
H 0.31 -1.69 0.63
H 1.13 -1.56 -0.92
H -0.99 -0.73 -1.99
H -1.13 -2.30 -1.25
H -2.30 -1.78 0.78

Atomic partial charges in e from the Mulliken method, atoms 1 to 2: number 1, N, carries -0.691; number 2, C, carries 0.309

DFT (ωB97M-V/def2-TZVPD) results for 2 unconnected molecules or ions with the total composition C4H11NOS.

Values from the calculation:
- Total charge: 0
- F_max: 4.27 eV/A
- DFT total energy: -18696.55840 eV
- SMILES: C/C=C/C.NSO
- Relative energy (zero: lowest compared OMol25 entry of this formula, charge and spin): 77.5 kcal/mol

Atoms and positions in Å:
C 0.00 1.45 -1.77
C -0.43 1.61 -0.37
C -0.82 0.62 0.38
C -1.29 0.61 1.81
H 0.99 1.23 -1.87
H -0.61 0.63 -2.28
H -0.27 2.36 -2.29
H -0.12 2.61 0.08
H -1.07 -0.19 -0.26
H -1.03 1.55 2.48
H -2.39 0.50 1.85
H -0.95 -0.24 2.30
N 1.37 -1.68 -1.04
S 0.68 -1.45 0.46
O 1.60 -2.43 1.56
H 2.23 -1.41 -1.44
H 0.94 -2.57 -1.39
H 1.16 -3.19 1.80

Atomic partial charges in e from the Mulliken method, atoms 1 to 2: number 1, C, carries -1.217; number 2, C, carries 0.074

DFT (ωB97M-V/def2-TZVPD) results for C4H11NOS in the gas phase.

Values from the calculation:
- Total charge: 0
- F_max: 3.65 eV/A
- DFT total energy: -18697.38273 eV
- Relative energy (zero: lowest compared OMol25 entry of this formula, charge and spin): 58.5 kcal/mol

Atoms and positions in Å:
C -0.49 -0.15 -1.58
C -0.91 0.74 0.75
C 2.06 0.79 1.59
C -0.05 -0.04 -0.17
N -2.30 0.34 0.46
O 2.46 0.39 -1.12
S 1.55 1.09 -0.19
H -0.90 -1.16 -1.70
H -1.22 0.57 -1.96
H 0.43 -0.02 -2.17
H -0.68 0.43 1.76
H -3.00 0.85 1.06
H -0.79 1.85 0.77
H 3.07 0.43 1.50
H 2.16 1.73 2.22
H 1.32 0.26 2.14
H 0.34 -0.93 0.29
H -2.51 0.58 -0.57

Atomic partial charges in e from the Mulliken method, atoms 1 to 2: number 1, C, carries -1.364; number 2, C, carries -0.758

DFT (ωB97M-V/def2-TZVPD) results for C4H11NOS in the gas phase.

Values from the calculation:
- Total charge: 0
- F_max: 2.89 eV/A
- DFT total energy: -18698.50113 eV
- SMILES: N[C@H](CO)CCS
- Relative energy (zero: lowest compared OMol25 entry of this formula, charge and spin): 32.7 kcal/mol

Atoms and positions in Å:
N 0.84 -1.13 -1.61
C -0.06 -0.63 -0.60
C -0.58 0.78 -0.93
O -1.60 0.74 -1.93
C 0.56 -0.60 0.84
C -0.37 -0.19 1.94
S 0.07 1.45 2.75
H 1.61 -0.51 -1.83
H 0.36 -1.31 -2.48
H -0.94 -1.28 -0.62
H -1.02 1.18 -0.02
H 0.27 1.41 -1.19
H -1.16 1.02 -2.76
H 1.36 0.13 0.69
H 0.99 -1.60 0.88
H -1.41 -0.07 1.64
H -0.32 -0.81 2.83
H 1.39 1.41 2.40

Atomic partial charges in e from the Mulliken method, atoms 1 to 2: number 1, N, carries -0.688; number 2, C, carries 0.128

DFT (ωB97M-V/def2-TZVPD) results for a gas-phase ion, C4H11NP (charge +1).

Values from the calculation:
- Total charge: +1
- F_max: 4.23 eV/A
- DFT total energy: -15093.49883 eV
- Relative energy (zero: lowest compared OMol25 entry of this formula, charge and spin): 111.6 kcal/mol

Atoms and positions in Å:
C 0.44 0.07 -0.87
C -0.98 0.31 1.09
C 0.06 1.49 -0.59
C -0.31 -1.99 0.53
N -0.62 -0.64 0.02
P 1.24 2.66 0.07
H 0.34 -0.31 -1.79
H 1.44 0.00 -0.48
H -0.51 0.13 2.07
H -2.04 0.57 1.00
H -0.79 1.93 -0.94
H 0.52 -1.93 1.26
H -1.18 -2.22 1.02
H -0.24 -2.49 -0.37
H -1.49 -0.62 -0.47
H 0.90 3.65 -0.71
H 2.23 2.56 -0.84

Atomic partial charges in e from the Mulliken method, atoms 1 to 2: number 1, C, carries -0.478; number 2, C, carries -0.660

DFT (ωB97M-V/def2-TZVPD) results for a molecular structure, C4H11NS.

Values from the calculation:
- Total charge: 0
- F_max: 1.54 eV/A
- DFT total energy: -16647.93684 eV
- Relative energy (zero: lowest compared OMol25 entry of this formula, charge and spin): 88.9 kcal/mol

Atoms and positions in Å:
C 1.07 0.61 -1.23
C 0.37 -0.16 -0.12
C -1.14 -0.26 -0.36
C -1.90 -1.08 0.72
S 3.49 0.65 0.18
N 0.63 0.45 1.15
H 2.17 0.50 -1.01
H 0.93 1.69 -1.12
H 0.79 0.38 -2.26
H 0.78 -1.17 -0.05
H -1.50 0.77 -0.24
H -1.41 -0.62 -1.34
H -1.22 -1.09 1.55
H -2.72 -0.48 1.09
H -2.19 -2.10 0.48
H 0.22 1.35 1.40
H 1.64 0.57 1.15

Atomic partial charges in e from the Mulliken method, atoms 1 to 2: number 1, C, carries -0.992; number 2, C, carries 0.329

DFT (ωB97M-V/def2-TZVPD) results for C4H11NS in the gas phase.

Values from the calculation:
- Total charge: 0
- F_max: 4.47 eV/A
- DFT total energy: -16649.59557 eV
- SMILES: CNCCCS
- Relative energy (zero: lowest compared OMol25 entry of this formula, charge and spin): 50.7 kcal/mol

Atoms and positions in Å:
C -1.52 -0.87 -0.74
N -1.11 0.56 -1.43
C 0.16 1.08 -0.71
C 0.48 0.81 0.81
C 0.93 -0.61 1.29
S 2.29 -1.49 0.43
H -0.82 -1.51 -1.21
H -1.44 -1.07 0.28
H -2.54 -1.24 -1.09
H -1.97 1.15 -1.23
H 0.98 0.64 -1.38
H 0.15 2.16 -0.92
H 1.20 1.55 0.99
H -0.41 1.20 1.48
H 0.87 -0.60 2.43
H 0.14 -1.34 1.24
H 2.63 -0.39 -0.24

Atomic partial charges in e from the Mulliken method, atoms 1 to 2: number 1, C, carries -0.914; number 2, N, carries -0.486

DFT (ωB97M-V/def2-TZVPD) results for C4H11NS in the gas phase.

Values from the calculation:
- Total charge: 0
- F_max: 2.38 eV/A
- DFT total energy: -16651.07490 eV
- SMILES: CNCCCS
- Relative energy (zero: lowest compared OMol25 entry of this formula, charge and spin): 16.6 kcal/mol

Atoms and positions in Å:
C -0.98 -1.80 1.49
N -0.35 -0.61 0.97
C 0.42 -0.81 -0.28
C 1.25 0.45 -0.48
C 0.53 1.78 -0.62
S -1.11 1.63 -1.44
H -0.31 -2.53 1.94
H -1.63 -2.37 0.80
H -1.74 -1.52 2.23
H -1.07 0.10 0.88
H -0.33 -0.95 -1.06
H 1.07 -1.66 -0.16
H 1.84 0.33 -1.40
H 1.95 0.50 0.35
H 1.05 2.45 -1.31
H 0.41 2.33 0.31
H -1.01 2.69 -2.21

Atomic partial charges in e from the Mulliken method, atoms 1 to 2: number 1, C, carries -0.972; number 2, N, carries -0.331

DFT (ωB97M-V/def2-TZVPD) results for 2 unconnected molecules or ions with the total composition C4H11NS.

Values from the calculation:
- Total charge: 0
- F_max: 6.09 eV/A
- DFT total energy: -16644.21060 eV
- Relative energy (zero: lowest compared OMol25 entry of this formula, charge and spin): 174.9 kcal/mol

Atoms and positions in Å:
C -1.90 -0.15 -0.63
C -0.71 -1.06 0.01
C -0.39 0.42 -0.05
S 1.77 -0.92 1.63
C 2.98 0.47 1.73
N -1.78 0.13 -2.13
H -2.43 0.78 -0.42
H -2.66 -0.82 -0.64
H -0.02 -1.67 -0.63
H -0.96 -1.61 0.90
H -0.34 0.98 0.87
H 0.39 0.69 -0.77
H 3.17 0.97 0.77
H 2.79 1.23 2.45
H 3.89 0.20 2.09
H -1.01 0.23 -2.75
H -2.78 0.13 -2.44

Atomic partial charges in e from the Mulliken method, atoms 1 to 2: number 1, C, carries -0.180; number 2, C, carries -0.484

DFT (ωB97M-V/def2-TZVPD) results for C4H11NS in the gas phase.

Values from the calculation:
- Total charge: 0
- F_max: 0.74 eV/A
- DFT total energy: -16651.63389 eV
- SMILES: CSCCCN
- Relative energy (zero: lowest compared OMol25 entry of this formula, charge and spin): 3.7 kcal/mol

Atoms and positions in Å:
C 0.19 2.21 1.81
S -0.05 0.55 2.49
C -0.64 -0.38 1.04
C 0.29 -0.39 -0.15
C -0.27 -1.21 -1.29
N 0.69 -1.32 -2.37
H 0.95 2.22 1.04
H -0.71 2.63 1.40
H 0.51 2.79 2.67
H -0.75 -1.40 1.40
H -1.63 -0.02 0.80
H 0.48 0.62 -0.54
H 1.28 -0.78 0.12
H -1.24 -0.80 -1.60
H -0.47 -2.22 -0.93
H 0.91 -0.47 -2.85
H 0.44 -2.04 -3.03

Atomic partial charges in e from the Mulliken method, atoms 1 to 2: number 1, C, carries -0.831; number 2, S, carries -0.101

DFT (ωB97M-V/def2-TZVPD) results for a gas-phase ion, C4H11NS (charge +1).

Values from the calculation:
- Total charge: +1
- F_max: 1.85 eV/A
- 2S+1: 2
- DFT total energy: -16642.69581 eV
- ⟨S²⟩: 0.755
- Relative energy (zero: lowest compared OMol25 entry of this formula, charge and spin): 12.9 kcal/mol

Atoms and positions in Å:
C 0.21 -1.17 0.02
C -0.30 -0.81 1.41
S -2.10 -0.59 1.63
C -0.28 -0.29 -1.14
N 0.44 0.96 -1.30
C 0.73 1.82 -0.21
H 0.05 -2.21 -0.20
H 1.31 -1.09 0.10
H -0.03 -1.59 2.13
H 0.17 0.11 1.74
H -2.48 -0.94 0.40
H -1.36 -0.12 -1.03
H -0.16 -0.85 -2.06
H 1.26 0.77 -1.87
H -0.11 2.00 0.46
H 1.43 1.26 0.42
H 1.23 2.73 -0.49

Atomic partial charges in e from the Mulliken method, atoms 1 to 2: number 1, C, carries -0.659; number 2, C, carries -0.526

DFT (ωB97M-V/def2-TZVPD) results for C4H11NS2 in the gas phase.

Values from the calculation:
- Total charge: 0
- F_max: 1.56 eV/A
- DFT total energy: -27486.45274 eV
- SMILES: CCNCCSS
- Relative energy (zero: lowest compared OMol25 entry of this formula, charge and spin): 18.7 kcal/mol

Atoms and positions in Å:
C -1.18 -2.16 1.08
C -0.75 -1.61 -0.26
N -0.01 -0.38 -0.02
C 0.90 0.12 -1.01
C 0.91 1.63 -1.07
S 1.67 2.46 0.36
S 0.12 3.72 0.95
H -1.77 -1.38 1.57
H -1.88 -3.01 1.04
H -0.34 -2.46 1.72
H -0.16 -2.32 -0.84
H -1.67 -1.31 -0.77
H 0.37 -0.30 0.92
H 0.59 -0.22 -2.00
H 1.90 -0.29 -0.91
H -0.14 1.95 -1.02
H 1.26 2.10 -1.98
H 0.18 3.46 2.26

Atomic partial charges in e from the Mulliken method, atoms 1 to 2: number 1, C, carries -1.319; number 2, C, carries -0.261

DFT (ωB97M-V/def2-TZVPD) results for a molecular structure, C4H11NS2.

Values from the calculation:
- Total charge: 0
- F_max: 6.47 eV/A
- DFT total energy: -27482.07588 eV
- Relative energy (zero: lowest compared OMol25 entry of this formula, charge and spin): 119.7 kcal/mol

Atoms and positions in Å:
S -2.92 0.47 0.70
S -0.71 -1.55 -0.61
C -0.32 0.15 -0.53
C 1.19 0.00 -0.19
C 1.50 -0.59 1.17
N 1.76 1.39 -0.48
C 3.21 1.33 -0.39
H -2.81 -0.27 -0.38
H -0.82 0.70 -1.32
H -1.15 0.63 0.91
H 1.76 -0.50 -0.97
H 1.72 0.17 1.92
H 0.65 -1.15 1.55
H 2.32 -1.31 1.08
H 1.28 2.02 0.15
H 3.68 2.29 -0.21
H 3.57 0.63 0.37
H 3.60 1.03 -1.37

Atomic partial charges in e from the Mulliken method, atoms 1 to 2: number 1, S, carries -0.232; number 2, S, carries -0.099

DFT (ωB97M-V/def2-TZVPD) results for 2 unconnected molecules or ions with the total composition C4H11O3.

Values from the calculation:
- Total charge: -1
- F_max: 2.33 eV/A
- DFT total energy: -10468.76389 eV
- Relative energy (zero: lowest compared OMol25 entry of this formula, charge and spin): 21.1 kcal/mol

Atoms and positions in Å:
C -0.99 1.00 1.06
O -0.97 1.48 -0.23
C -0.01 -0.13 1.37
C -0.08 -1.34 0.38
C 1.30 -1.70 -0.12
O -0.96 -0.95 -0.66
H -2.00 0.62 1.39
H -0.76 1.79 1.79
H 0.98 0.37 1.40
H -0.09 -0.53 2.42
H -0.64 -2.25 0.63
H 1.48 -1.10 -1.04
H 1.31 -2.71 -0.55
H 2.19 -1.42 0.46
H -1.01 0.12 -0.71
H 0.73 1.43 -0.78
H 0.86 1.74 -2.28
O 1.39 1.44 -1.54

Atomic partial charges in e from the Mulliken method, atoms 1 to 2: number 1, C, carries -0.587; number 2, O, carries -0.905

DFT (ωB97M-V/def2-TZVPD) results for a molecular structure, C4H11O3.

Values from the calculation:
- Total charge: -2
- F_max: 2.28 eV/A
- 2S+1: 2
- DFT total energy: -10462.86027 eV
- ⟨S²⟩: 0.755
- Relative energy (zero: lowest compared OMol25 entry of this formula, charge and spin): 20.3 kcal/mol

Atoms and positions in Å:
C -3.28 -0.45 0.25
O -3.77 0.70 0.79
C -1.95 -0.31 -0.52
C -0.86 0.35 0.27
C 0.58 0.45 -0.20
O 4.43 0.68 0.12
H -4.01 -0.91 -0.47
H -3.08 -1.26 1.02
H -1.99 -0.73 -1.52
H -1.63 1.02 -0.35
H -1.10 0.38 1.32
H 0.96 -0.36 -0.83
H 1.23 0.50 0.67
H 0.71 1.35 -0.79
H 3.95 1.37 -0.35
H 2.85 -2.09 -0.02
H 3.96 -0.22 -0.20
O 3.14 -1.36 -0.57

Atomic partial charges in e from the Mulliken method, atoms 1 to 2: number 1, C, carries -0.409; number 2, O, carries -0.913

DFT (ωB97M-V/def2-TZVPD) results for C4H11OP in the gas phase.

Values from the calculation:
- Total charge: 0
- F_max: 8.40 eV/A
- DFT total energy: -15661.15861 eV
- SMILES: CC(C)(C)[PH2]=O
- Relative energy (zero: lowest compared OMol25 entry of this formula, charge and spin): 39.3 kcal/mol

Atoms and positions in Å:
C -0.15 0.80 1.35
C -0.17 0.07 0.02
C 0.16 1.11 -1.11
C -1.38 -0.74 -0.26
P 1.27 -1.09 0.02
O 2.77 -0.37 0.11
H -0.50 0.27 2.32
H 0.91 1.16 1.61
H -0.94 1.59 1.28
H -0.55 1.87 -1.10
H 0.39 0.69 -2.08
H 1.22 1.26 -0.88
H -2.17 -0.50 0.37
H -1.80 -0.48 -1.25
H -1.23 -1.85 -0.28
H 1.11 -2.09 0.96
H 1.06 -1.69 -1.08

Atomic partial charges in e from the Mulliken method, atoms 1 to 2: number 1, C, carries -1.460; number 2, C, carries 1.308

DFT (ωB97M-V/def2-TZVPD) results for 2 unconnected molecules or ions with the total composition C4H11OS.

Values from the calculation:
- Total charge: -1
- F_max: 1.62 eV/A
- DFT total energy: -17208.33670 eV
- Relative energy (zero: lowest compared OMol25 entry of this formula, charge and spin): 42.9 kcal/mol

Atoms and positions in Å:
C -1.67 -2.02 -0.25
O -0.87 -1.08 0.38
H -1.63 -3.08 0.15
H -2.79 -1.72 -0.22
H -1.45 -2.19 -1.35
C 0.47 1.19 -1.37
C 0.04 1.74 0.01
S 1.46 1.69 1.13
C 1.44 -0.06 1.56
H -0.27 1.45 -2.19
H 0.46 0.11 -1.29
H 1.46 1.51 -1.74
H -0.66 0.97 0.36
H -0.32 2.78 -0.04
H 1.60 -0.17 2.65
H 0.46 -0.51 1.14
H 2.29 -0.60 1.07

Atomic partial charges in e from the Mulliken method, atoms 1 to 2: number 1, C, carries -0.799; number 2, O, carries -0.758

DFT (ωB97M-V/def2-TZVPD) results for 2 unconnected molecules or ions with the total composition C4H11OS.

Values from the calculation:
- Total charge: -1
- F_max: 3.01 eV/A
- DFT total energy: -17207.92751 eV
- Relative energy (zero: lowest compared OMol25 entry of this formula, charge and spin): 52.3 kcal/mol

Atoms and positions in Å:
C -1.02 -0.25 1.68
C -1.52 -0.54 0.30
S -1.57 -2.45 0.06
H -1.65 0.35 2.33
H -0.95 -1.13 2.33
H -0.01 0.14 1.78
H -1.00 -0.23 -0.61
H -2.57 -0.27 0.14
H -0.58 -2.42 -0.84
C 1.71 0.22 -1.13
O 0.94 -0.06 -2.27
C 1.08 1.49 -0.55
H 1.63 -0.60 -0.44
H 2.78 0.40 -1.44
H 0.02 1.35 -0.38
H 1.49 1.82 0.42
H 1.21 2.18 -1.39

Atomic partial charges in e from the Mulliken method, atoms 1 to 2: number 1, C, carries -1.011; number 2, C, carries -0.386

DFT (ωB97M-V/def2-TZVPD) results for 2 unconnected molecules or ions with the total composition C4H11OS.

Values from the calculation:
- Total charge: -1
- F_max: 0.35 eV/A
- DFT total energy: -17210.19667 eV
- Relative energy (zero: lowest compared OMol25 entry of this formula, charge and spin): 0.0 kcal/mol

Atoms and positions in Å:
C -1.30 -0.46 -2.26
C -0.75 -0.36 -0.84
C -1.55 0.64 -0.01
O 0.61 0.00 -0.91
H -0.63 -1.05 -2.88
H -1.39 0.54 -2.69
H -2.29 -0.92 -2.25
H -0.83 -1.35 -0.36
H -2.61 0.40 -0.08
H -1.41 1.64 -0.43
H -1.24 0.63 1.03
H 1.01 -0.33 -0.04
C 2.55 0.21 2.37
S 1.40 -1.11 1.87
H 2.66 0.22 3.46
H 3.56 0.10 1.95
H 2.19 1.20 2.08

Atomic partial charges in e from the Mulliken method, atoms 1 to 2: number 1, C, carries -1.407; number 2, C, carries 0.573

DFT (ωB97M-V/def2-TZVPD) results for 2 unconnected molecules or ions with the total composition C4H11OS.

Values from the calculation:
- Total charge: -1
- F_max: 3.87 eV/A
- DFT total energy: -17209.03663 eV
- Relative energy (zero: lowest compared OMol25 entry of this formula, charge and spin): 26.8 kcal/mol

Atoms and positions in Å:
C -2.59 0.94 0.27
C -2.03 -0.21 1.19
S -1.86 -1.66 0.15
H -3.77 0.87 0.21
H -2.19 0.84 -0.73
H -2.35 1.96 0.67
H -1.01 0.13 1.55
H -2.60 -0.28 2.04
H -0.05 -0.56 -0.49
C 1.68 -0.40 -0.16
O 0.52 0.20 -0.80
C 3.04 -0.08 -0.98
H 1.54 -1.54 -0.14
H 1.66 0.00 0.93
H 3.80 -0.87 -0.68
H 3.40 0.95 -0.96
H 2.82 -0.31 -2.06

Atomic partial charges in e from the Mulliken method, atoms 1 to 2: number 1, C, carries -0.891; number 2, C, carries -0.463